No. 1
The following is a quantum chemistry calculation of C29H31BClF3O3 as an isolated structure, from the OMol25 dataset.

Geometry as ORCA input:
```
! RIJCOSX wB97M-V def2-TZVPD def2/J DEFGRID3
* xyz 0 1
C -1.53 4.43 -1.02
C -0.69 3.63 -0.16
C -0.96 2.93 1.00
C 0.29 2.43 1.47
C 1.27 2.87 0.59
B -1.46 -1.29 0.12
C 2.69 2.87 0.66
C 3.35 2.32 1.78
C 4.70 2.02 1.72
C 5.39 2.27 0.53
C 6.78 1.76 0.35
F 6.86 0.91 -0.73
F 7.67 2.77 0.11
F 7.25 1.06 1.42
C 4.80 2.98 -0.52
C 3.46 3.30 -0.45
O -1.98 -2.10 1.09
C -3.33 -1.60 1.27
C -4.21 -2.76 1.69
C -3.31 -0.58 2.42
C -3.64 -0.95 -0.15
C -4.12 -1.98 -1.18
C -4.57 0.25 -0.17
O -2.35 -0.49 -0.58
O 0.66 3.59 -0.42
H -2.11 5.11 -0.39
H -0.94 5.01 -1.74
H -2.25 3.80 -1.57
H -1.93 2.81 1.48
H 0.46 1.81 2.34
H 2.77 2.10 2.68
H 5.21 1.58 2.57
H 5.39 3.25 -1.39
H 2.99 3.83 -1.28
H -5.21 -2.40 1.93
H -4.29 -3.51 0.90
H -3.79 -3.23 2.58
H -4.33 -0.25 2.65
H -2.89 -1.07 3.31
H -2.68 0.29 2.18
H -5.17 -2.25 -1.00
H -4.05 -1.55 -2.18
H -3.51 -2.89 -1.16
H -5.59 -0.06 0.07
H -4.25 1.02 0.55
H -4.57 0.70 -1.17
Cl 0.20 -5.54 -4.15
C 0.11 -4.28 -3.00
C -0.09 -2.96 -3.43
C -0.19 -1.94 -2.49
C -0.01 -2.20 -1.12
C 0.10 -0.99 -0.09
C 1.05 -1.31 1.07
C 2.44 -0.85 0.57
C 2.09 0.12 -0.51
C 0.76 0.12 -0.79
C 0.12 -3.54 -0.70
C 0.21 -4.57 -1.63
H -0.16 -2.74 -4.49
H -0.39 -0.92 -2.82
H 0.76 -0.69 1.93
H 1.05 -2.35 1.39
H 3.06 -0.42 1.37
H 3.02 -1.70 0.16
H 2.86 0.72 -1.01
H 0.25 0.72 -1.54
H 0.14 -3.78 0.36
H 0.36 -5.60 -1.31
*
```

Summary:
Orbital gap: 0.29070 Ha
Energy relative to the best compared isomer or geometry (same formula, charge and spin): 41.4 kJ/mol

No. 2
The following is a quantum chemistry calculation of C29H31BiIN6O as an isolated structure, from the OMol25 dataset.

Geometry as ORCA input:
```
! RIJCOSX wB97M-V def2-TZVPD def2/J DEFGRID3
* xyz 1 1
Bi 0.74 -0.17 -0.83
C -1.73 4.00 3.84
C -1.30 2.75 3.14
C -0.26 1.96 3.62
C 0.14 0.81 2.97
C -0.51 0.37 1.81
N -0.15 -0.78 1.07
C -0.24 -2.06 1.63
C -0.29 -2.23 3.03
C -0.28 -3.45 3.66
C -0.19 -4.62 2.92
C -0.10 -5.98 3.55
C -0.21 -4.50 1.54
C -0.30 -3.27 0.88
N -0.51 -3.35 -0.53
C -0.82 -4.46 -1.24
C -1.02 -4.10 -2.55
C -0.82 -2.72 -2.57
N -0.53 -2.28 -1.35
C -1.50 1.20 1.30
C -1.89 2.37 1.94
N -2.12 0.88 0.06
C -3.43 0.88 -0.22
C -3.59 0.56 -1.55
C -2.29 0.36 -2.02
N -1.41 0.55 -1.05
H -1.31 4.05 4.85
H -2.81 4.06 3.92
H -1.39 4.89 3.30
H 0.26 2.26 4.52
H 0.98 0.24 3.34
H -0.35 -1.35 3.64
H -0.32 -3.49 4.74
H -0.18 -5.92 4.64
H 0.86 -6.45 3.32
H -0.89 -6.64 3.19
H -0.18 -5.41 0.97
H -0.90 -5.44 -0.81
H -1.26 -4.76 -3.37
H -0.88 -2.04 -3.40
H -2.65 3.00 1.49
H -4.16 1.11 0.54
H -4.51 0.47 -2.10
H -1.96 0.12 -3.02
C 2.14 3.79 0.41
C 2.28 2.32 0.01
C 2.95 1.55 1.15
C 3.15 2.23 -1.25
O 0.95 1.84 -0.21
H 3.11 4.22 0.67
H 1.47 3.87 1.27
H 1.72 4.36 -0.42
H 3.96 1.92 1.33
H 3.01 0.48 0.91
H 2.37 1.66 2.06
H 4.14 2.64 -1.05
H 2.71 2.81 -2.06
H 3.28 1.20 -1.59
I 2.02 -0.89 -7.09
C 1.25 0.41 -5.65
C 0.90 1.72 -5.95
C 0.42 2.53 -4.94
C 0.29 2.02 -3.67
N 0.60 0.75 -3.38
C 1.08 -0.04 -4.35
H 1.01 2.09 -6.96
H 0.15 3.56 -5.15
H -0.07 2.61 -2.83
H 1.34 -1.05 -4.07
*
```

Summary:
Orbital gap: 0.27956 Ha

No. 3
The following is a quantum chemistry calculation of C29H31BrCeN9OPS as an isolated structure, from the OMol25 dataset.

Geometry as ORCA input:
```
! RIJCOSX wB97M-V def2-TZVPD def2/J DEFGRID3
* xyz 1 2
Ce 0.02 -0.10 0.13
N -0.31 4.45 1.12
C -0.19 3.20 0.61
S -1.23 2.02 1.36
N 0.71 3.03 -0.31
N 0.87 1.79 -0.89
C 1.73 1.75 -1.86
C 2.00 0.63 -2.72
C 2.94 0.84 -3.74
C 3.23 -0.10 -4.69
C 2.54 -1.31 -4.68
C 1.61 -1.57 -3.69
C 1.32 -0.64 -2.66
O 0.48 -1.00 -1.73
H -1.16 4.66 1.62
H 0.13 5.20 0.61
H 2.28 2.67 -2.11
H 3.45 1.79 -3.76
H 3.97 0.09 -5.45
H 2.73 -2.05 -5.43
H 1.08 -2.51 -3.68
C 2.15 2.07 3.72
C 1.50 1.55 4.83
C 0.79 0.36 4.69
C 0.73 -0.25 3.44
N 1.29 0.31 2.35
C 2.01 1.42 2.50
C 0.09 -1.56 3.23
C 0.02 -2.50 4.26
C -0.51 -3.75 4.01
C -0.97 -4.04 2.73
C -0.88 -3.05 1.77
N -0.36 -1.84 1.99
H 2.73 2.97 3.79
H 1.54 2.05 5.78
H 0.28 -0.06 5.54
H 2.49 1.80 1.60
H 0.42 -2.27 5.24
H -0.56 -4.50 4.79
H -1.39 -5.00 2.49
H -1.21 -3.25 0.75
C 4.46 -3.84 -0.62
N 3.54 -3.96 0.50
C 4.26 -3.63 1.73
N 4.88 -2.32 1.69
C 5.77 -2.25 0.54
N 5.08 -2.53 -0.70
C 4.14 -1.50 -1.06
P 2.74 -1.29 0.19
C 2.37 -3.13 0.32
C 3.90 -1.26 1.68
H 3.92 -4.05 -1.55
H 5.25 -4.59 -0.50
H 5.04 -4.38 1.89
H 3.56 -3.67 2.57
H 6.56 -2.99 0.68
H 6.21 -1.25 0.49
H 3.71 -1.73 -2.04
H 4.67 -0.55 -1.14
H 1.86 -3.44 -0.60
H 1.70 -3.30 1.17
H 3.31 -1.32 2.60
H 4.43 -0.30 1.69
Br -6.15 -3.79 0.10
C -4.65 -2.63 -0.04
C -4.41 -1.67 0.93
C -3.28 -0.88 0.81
N -2.40 -1.01 -0.19
C -2.67 -1.91 -1.14
C -3.78 -2.74 -1.12
H -5.09 -1.53 1.76
H -3.07 -0.11 1.54
H -1.95 -1.97 -1.96
H -3.95 -3.46 -1.90
*
```

Summary:
Orbital gap (spin up / spin down): 0.25204 / 0.25306 Ha
Energy relative to the best compared isomer or geometry (same formula, charge and spin): 17.0 kJ/mol

No. 4
The following is a quantum chemistry calculation of a 4-piece molecular cluster, C29H31ClI2N3O12S overall, from the OMol25 dataset.

Geometry as ORCA input:
```
! RIJCOSX wB97M-V def2-TZVPD def2/J DEFGRID3
* xyz 1 1
C 1.98 -0.80 4.90
C 2.20 0.56 4.20
N 0.96 0.92 3.49
C 1.09 1.94 2.50
C 0.10 3.09 2.75
C -1.12 2.94 1.80
C -1.45 1.53 1.31
Cl -2.18 0.65 2.71
C -0.20 0.74 0.67
N -0.31 -0.62 1.20
C 0.68 -1.27 1.33
S 2.07 -1.95 1.48
C -0.51 0.73 -0.86
I -2.12 -0.65 -1.32
C 0.60 0.46 -1.87
C 1.26 -0.94 -1.87
I 2.17 1.94 -1.92
N 1.02 1.47 1.07
H 2.41 -1.62 4.33
H 0.92 -1.01 4.97
H 2.39 -0.80 5.90
H 3.05 0.51 3.53
H 2.36 1.27 5.01
H 0.21 1.10 4.13
H 2.09 2.37 2.63
H -0.20 3.17 3.78
H 0.59 4.03 2.49
H -0.92 3.56 0.91
H -2.04 3.36 2.21
H -2.26 1.60 0.59
H -0.94 1.70 -1.10
H 0.14 0.53 -2.84
H 1.40 -1.25 -2.91
H 2.26 -0.92 -1.44
H 0.65 -1.71 -1.40
H 1.03 2.34 0.50
H 1.90 1.01 0.81
C -4.39 -4.51 2.92
C -3.98 -3.44 2.24
C -4.83 -2.82 1.17
O -4.39 -1.83 0.59
C -6.11 -3.43 0.86
C -6.52 -4.50 1.54
C -5.69 -5.11 2.64
O -6.13 -6.07 3.23
O -7.68 -5.10 1.30
O -2.80 -2.85 2.46
H -3.79 -4.96 3.70
H -6.70 -2.98 0.07
H -7.74 -5.84 1.93
H -2.76 -2.10 1.84
C -1.35 -4.47 -7.25
C -0.28 -3.84 -6.76
C -0.29 -3.21 -5.40
O 0.72 -2.66 -4.99
C -1.53 -3.27 -4.63
C -2.60 -3.89 -5.12
C -2.58 -4.55 -6.47
O -3.58 -5.12 -6.86
O -3.75 -3.97 -4.46
O 0.87 -3.74 -7.43
H -1.35 -4.94 -8.23
H -1.53 -2.79 -3.66
H -4.36 -4.48 -5.03
H 1.48 -3.25 -6.86
C 4.64 4.97 -0.92
C 5.94 5.30 -0.91
C 6.56 6.03 0.24
O 7.75 6.28 0.20
C 5.70 6.41 1.36
C 4.40 6.09 1.35
C 3.79 5.33 0.21
O 2.60 5.05 0.26
O 3.58 6.42 2.34
O 6.75 4.99 -1.91
H 4.18 4.45 -1.74
H 6.15 6.95 2.18
H 2.70 6.07 2.08
H 7.63 5.33 -1.66
*
```

Summary:
Orbital gap: 0.27824 Ha

No. 5
The following is a quantum chemistry calculation of C29H31N2O6PdSTe as an isolated structure, from the OMol25 dataset.

Geometry as ORCA input:
```
! RIJCOSX wB97M-V def2-TZVPD def2/J DEFGRID3
* xyz 1 3
Pd -0.20 -0.46 -1.44
O 4.31 2.99 -1.83
C 4.42 1.97 -2.68
O 5.49 1.78 -3.23
C 3.19 1.21 -2.92
C 3.05 0.18 -3.83
N 1.74 -0.34 -3.83
N 0.98 0.38 -2.93
C 1.85 1.24 -2.30
C 1.30 1.82 -1.10
O 1.92 2.79 -0.56
O 0.16 1.36 -0.64
H 3.38 3.00 -1.51
H 3.80 -0.24 -4.48
H 1.23 -0.97 -4.44
C 1.57 2.35 7.55
C 1.72 1.62 6.24
C 1.66 2.43 5.13
C 1.71 1.92 3.79
C 1.59 2.99 2.73
C 1.85 0.51 3.71
C 2.27 -0.07 2.35
O 2.77 -1.23 2.18
C 1.83 -0.33 4.82
C 1.88 -1.83 4.75
C 1.74 0.27 6.09
H 2.33 3.06 7.74
H 1.55 1.66 8.40
H 0.63 2.94 7.53
H 1.53 3.54 5.27
H 1.37 3.96 3.22
H 0.78 2.83 1.98
H 2.55 3.08 2.22
H 2.16 0.54 1.45
H 2.88 -2.19 4.52
H 1.18 -2.26 3.97
H 1.69 -2.29 5.72
H 1.51 -0.37 6.94
Te -2.75 -1.12 -0.41
C -3.42 0.81 -0.95
C -4.72 0.91 -1.54
C -5.16 2.22 -1.74
C -4.29 3.31 -1.62
C -3.05 3.16 -1.00
C -2.65 1.91 -0.63
C -3.72 -2.26 -1.92
C -3.71 -1.60 -3.12
C -4.49 -2.03 -4.22
C -5.29 -3.16 -4.04
C -5.25 -3.84 -2.84
C -4.44 -3.45 -1.78
H -5.39 0.08 -1.85
H -6.20 2.42 -2.04
H -4.60 4.26 -2.02
H -2.41 4.02 -0.96
H -1.62 1.77 -0.28
H -2.97 -0.81 -3.32
H -4.37 -1.65 -5.17
H -5.93 -3.55 -4.84
H -5.95 -4.66 -2.78
H -4.26 -4.12 -0.91
C 1.99 -3.88 -3.30
S 0.93 -3.45 -1.81
C 2.23 -2.80 -0.78
O 0.00 -2.29 -2.30
H 2.96 -4.32 -2.91
H 2.03 -3.02 -3.97
H 1.44 -4.72 -3.70
H 3.00 -3.57 -0.50
H 1.78 -2.31 0.06
H 2.86 -2.12 -1.39
*
```

Summary:
Orbital gap (spin up / spin down): 0.28720 / 0.15794 Ha

No. 6
The following is a quantum chemistry calculation of C29H31N7O4SSiZr as an isolated structure, from the OMol25 dataset.

Geometry as ORCA input:
```
! RIJCOSX wB97M-V def2-TZVPD def2/J DEFGRID3
* xyz 2 1
Zr -0.24 0.05 0.16
N -3.15 3.18 -1.37
C -2.43 2.03 -1.30
S -0.72 2.10 -1.63
N -3.06 0.95 -0.96
N -2.18 -0.13 -0.89
C -2.56 -1.24 -1.44
C -3.84 -1.47 -2.14
C -5.06 -1.10 -1.56
C -6.24 -1.35 -2.24
C -6.21 -1.93 -3.50
C -5.00 -2.27 -4.09
C -3.82 -2.05 -3.40
C -1.53 -2.32 -1.40
C -1.81 -3.64 -1.66
C -0.77 -4.57 -1.62
C 0.51 -4.14 -1.34
C 0.72 -2.80 -1.07
N -0.28 -1.92 -1.08
H -2.75 3.97 -1.84
H -4.15 3.09 -1.36
H -5.08 -0.62 -0.60
H -7.18 -1.08 -1.79
H -7.14 -2.11 -4.04
H -4.98 -2.70 -5.08
H -2.88 -2.31 -3.87
H -2.82 -3.94 -1.88
H -0.97 -5.61 -1.82
H 1.35 -4.83 -1.33
H 1.70 -2.42 -0.82
O -1.25 3.20 2.95
C -0.75 2.44 2.01
O -1.28 1.42 1.58
C 0.56 2.89 1.44
C 1.18 4.11 1.67
C 2.33 4.38 0.94
C 2.80 3.45 0.03
C 2.11 2.25 -0.10
N 1.02 2.00 0.59
C 2.44 1.10 -1.01
O 3.49 1.10 -1.78
O 1.70 0.13 -1.01
H -2.11 2.85 3.24
H 0.77 4.81 2.38
H 2.84 5.33 1.07
H 3.69 3.66 -0.55
H 3.99 1.93 -1.75
C 3.57 0.48 2.04
C 2.66 -0.70 2.21
C 3.13 -1.84 2.81
C 2.28 -2.93 2.98
C 0.97 -2.85 2.58
C 0.52 -1.64 2.03
N 1.36 -0.61 1.80
N -0.77 -1.37 1.61
Si -2.19 -2.04 2.47
C -3.69 -1.12 1.90
C -2.46 -3.83 2.08
C -1.89 -1.81 4.28
H 4.40 0.41 2.75
H 3.06 1.42 2.23
H 4.02 0.50 1.04
H 4.16 -1.87 3.15
H 2.65 -3.84 3.43
H 0.29 -3.68 2.70
H -4.13 -1.59 1.01
H -3.49 -0.07 1.66
H -4.45 -1.14 2.68
H -2.69 -3.98 1.02
H -3.32 -4.19 2.65
H -1.62 -4.48 2.33
H -1.47 -0.82 4.48
H -1.20 -2.55 4.68
H -2.82 -1.90 4.83
*
```

Summary:
Orbital gap: 0.24465 Ha
Energy relative to the best compared isomer or geometry (same formula, charge and spin): 26.9 kJ/mol

no.,E_tot (eV)
1,-58072.2418
2,-55498.9214
3,-149127.9155
4,-99166.5662
5,-67438.9935
6,-69184.6812